# 1
{
  "formula": "C45H38Co2N2O5PS",
  "method": "ωB97M-V with the def2-TZVPD basis set",
  "elements": ["O", "C", "Co", "C", "O", "C", "O", "C", "C", "C", "C", "C", "C", "C", "C", "C", "Co", "C", "O", "C", "O", "P", "C", "C", "C", "C", "C", "C", "C", "C", "C", "C", "C", "C", "C", "C", "C", "C", "C", "C", "H", "H", "H", "H", "H", "H", "H", "H", "H", "H", "H", "H", "H", "H", "H", "H", "H", "H", "H", "H", "H", "H", "C", "C", "C", "C", "C", "C", "N", "C", "C", "C", "C", "C", "C", "S", "C", "N", "H", "H", "H", "H", "H", "H", "H", "H", "H", "H", "H", "H", "H", "H", "H", "H"],
  "coordinates": [[2.26, 4.08, -1.75], [1.46, 3.37, -1.33], [0.19, 2.21, -0.89], [0.42, 1.52, 0.72], [0.56, 1.03, 1.77], [-0.90, 3.50, -0.42], [-1.47, 4.43, -0.03], [-0.18, 1.43, -2.45], [0.88, 0.82, -1.69], [1.84, -0.13, -1.85], [3.21, 0.20, -1.52], [4.17, 0.31, -2.56], [5.43, 0.80, -2.28], [5.77, 1.21, -0.98], [4.82, 1.12, 0.05], [3.59, 0.53, -0.21], [-1.71, 0.67, -1.69], [-1.45, -0.52, -0.48], [-1.25, -1.29, 0.38], [-2.28, 0.11, -3.23], [-2.68, -0.22, -4.27], [-3.46, 1.70, -1.14], [-3.86, 1.95, 0.64], [-5.17, 2.21, 1.08], [-5.42, 2.39, 2.45], [-4.37, 2.35, 3.37], [-3.09, 2.06, 2.93], [-2.84, 1.84, 1.58], [-3.86, 3.32, -1.93], [-4.38, 4.41, -1.22], [-4.75, 5.58, -1.90], [-4.57, 5.68, -3.28], [-3.97, 4.63, -3.97], [-3.64, 3.44, -3.31], [-4.92, 0.65, -1.61], [-5.98, 1.09, -2.42], [-7.04, 0.21, -2.72], [-7.05, -1.09, -2.22], [-6.00, -1.52, -1.40], [-4.95, -0.65, -1.09], [-0.11, 1.79, -3.48], [1.66, -0.85, -2.66], [3.87, 0.00, -3.58], [6.16, 0.89, -3.10], [6.78, 1.58, -0.76], [5.02, 1.50, 1.05], [2.86, 0.37, 0.59], [-5.99, 2.29, 0.37], [-6.44, 2.56, 2.79], [-4.56, 2.53, 4.43], [-2.26, 2.00, 3.64], [-1.83, 1.57, 1.25], [-4.50, 4.37, -0.14], [-5.17, 6.41, -1.34], [-4.88, 6.59, -3.81], [-3.76, 4.73, -5.04], [-3.21, 2.61, -3.88], [-6.00, 2.11, -2.81], [-7.85, 0.56, -3.36], [-7.88, -1.76, -2.45], [-6.00, -2.53, -1.00], [-4.15, -1.00, -0.44], [1.53, -3.10, -1.42], [1.85, -4.02, -0.29], [0.77, -5.07, -0.10], [2.05, -3.18, 0.97], [2.29, -4.15, 2.11], [3.00, -3.57, 3.29], [4.20, -2.92, 2.75], [5.31, -2.70, 3.55], [6.28, -1.92, 2.92], [7.42, -1.54, 3.63], [7.52, -1.90, 4.99], [6.54, -2.69, 5.60], [5.44, -3.14, 4.87], [5.77, -1.51, 1.30], [4.16, -2.27, 1.54], [3.14, -2.20, 0.74], [0.70, -2.42, -1.15], [2.40, -2.49, -1.63], [1.27, -3.65, -2.33], [2.81, -4.54, -0.49], [-0.18, -4.62, 0.23], [0.60, -5.61, -1.03], [1.05, -5.82, 0.65], [1.13, -2.60, 1.18], [1.34, -4.57, 2.43], [2.89, -5.00, 1.73], [2.37, -2.87, 3.86], [3.31, -4.37, 3.97], [8.20, -0.98, 3.14], [8.36, -1.55, 5.57], [6.64, -2.98, 6.64], [4.69, -3.79, 5.33]],
  "lowdin_charge": [0.139, -0.088, 0.074, -0.132, 0.109, -0.169, 0.122, -0.283, -0.308, -0.114, -0.241, -0.046, -0.113, -0.138, -0.170, -0.096, -0.060, -0.245, 0.038, -0.239, 0.064, 1.015, -0.319, -0.093, -0.090, -0.097, -0.071, -0.088, -0.331, -0.089, -0.089, -0.102, -0.088, -0.085, -0.323, -0.078, -0.096, -0.107, -0.086, -0.087, 0.080, 0.103, 0.111, 0.091, 0.088, 0.095, 0.092, 0.110, 0.096, 0.097, 0.104, 0.048, 0.097, 0.098, 0.096, 0.099, 0.100, 0.099, 0.094, 0.095, 0.098, 0.098, -0.086, -0.409, -0.079, -0.312, -0.161, -0.125, -0.051, -0.246, -0.459, -0.086, -0.110, -0.100, -0.022, 1.116, -0.515, 0.119, 0.074, 0.054, 0.084, 0.146, 0.093, 0.077, 0.061, 0.153, 0.118, 0.129, 0.144, 0.110, 0.105, 0.094, 0.097, 0.099],
  "charge": -1,
  "relative_energy_kcal_mol": 0.0,
  "homo_lumo_gap_ev": 5.74,
  "lumo_energy_ev": 2.31,
  "multiplicity": 1
}

***

# 2
{
  "formula": "C51H120N7O15V",
  "method": "ωB97M-V with the def2-TZVPD basis set",
  "elements": ["O", "V", "O", "C", "C", "C", "O", "H", "H", "H", "H", "H", "H", "H", "C", "O", "C", "C", "N", "C", "C", "O", "C", "H", "H", "H", "H", "H", "H", "H", "H", "H", "H", "H", "H", "H", "H", "H", "C", "O", "C", "C", "N", "C", "C", "O", "C", "H", "H", "H", "H", "H", "H", "H", "H", "H", "H", "H", "H", "H", "H", "H", "C", "O", "C", "C", "N", "C", "C", "O", "C", "H", "H", "H", "H", "H", "H", "H", "H", "H", "H", "H", "H", "H", "H", "H", "C", "O", "C", "C", "N", "C", "C", "O", "C", "H", "H", "H", "H", "H", "H", "H", "H", "H", "H", "H", "H", "H", "H", "H", "C", "O", "C", "C", "N", "C", "C", "O", "C", "H", "H", "H", "H", "H", "H", "H", "H", "H", "H", "H", "H", "H", "H", "H", "C", "C", "C", "C", "C", "C", "N", "O", "C", "C", "C", "H", "H", "H", "H", "H", "H", "H", "H", "H", "H", "H", "H", "H", "H", "H", "H", "H", "H", "H", "C", "C", "C", "C", "C", "C", "N", "O", "C", "C", "C", "H", "H", "H", "H", "H", "H", "H", "H", "H", "H", "H", "H", "H", "H", "H", "H", "H", "H", "H"],
  "coordinates": [[3.32, -0.04, 2.91], [3.02, -0.95, 1.54], [3.85, -0.36, 0.27], [0.04, 0.81, 0.01], [-0.24, -0.67, 0.41], [-0.65, -1.51, -0.83], [0.85, -1.24, 1.13], [-0.88, 1.16, -0.47], [0.91, 1.05, -0.59], [0.07, 1.35, 0.96], [-1.12, -0.61, 1.06], [-0.50, -2.58, -0.71], [-0.13, -1.12, -1.71], [-1.70, -1.30, -0.97], [2.35, 10.50, -1.72], [1.16, 9.84, -1.23], [1.09, 9.79, 0.21], [-0.28, 9.04, 0.60], [-0.17, 7.61, 0.24], [-1.28, 6.80, 0.56], [-1.07, 5.33, 0.07], [-0.94, 5.54, -1.34], [-0.74, 4.37, -2.09], [2.62, 11.42, -1.19], [2.42, 10.63, -2.80], [3.09, 9.74, -1.49], [1.03, 10.80, 0.61], [1.92, 9.18, 0.57], [-1.11, 9.45, 0.02], [-0.55, 9.08, 1.66], [-0.05, 7.41, -0.74], [-2.13, 7.33, 0.14], [-1.42, 6.81, 1.64], [-1.85, 4.64, 0.39], [-0.16, 4.99, 0.55], [-1.37, 3.50, -1.92], [0.32, 4.11, -2.18], [-0.90, 4.55, -3.16], [-2.94, -0.76, 3.89], [-1.98, -1.83, 3.59], [-0.69, -1.64, 4.11], [0.27, -2.80, 3.75], [-0.35, -3.68, 2.68], [0.68, -4.51, 2.06], [0.04, -5.36, 0.94], [-1.06, -6.08, 1.45], [-1.29, -7.28, 0.76], [-3.94, -1.15, 3.73], [-2.53, -0.02, 3.20], [-2.96, -0.49, 4.94], [-0.70, -1.56, 5.19], [-0.28, -0.70, 3.74], [0.64, -3.42, 4.57], [1.21, -2.40, 3.39], [-0.34, -2.88, 2.06], [1.15, -5.24, 2.72], [1.45, -3.86, 1.66], [0.84, -5.98, 0.53], [-0.34, -4.66, 0.20], [-2.34, -7.52, 0.89], [-0.74, -8.11, 1.19], [-1.01, -7.15, -0.29], [-7.46, -0.31, -1.27], [-6.99, -1.46, -0.57], [-6.19, -1.35, 0.62], [-4.90, -0.62, 0.42], [-5.26, 0.73, 0.84], [-4.06, 1.62, 0.72], [-4.58, 2.97, 1.07], [-5.42, 3.36, 0.04], [-6.35, 4.38, 0.34], [-8.15, -0.63, -2.05], [-6.62, 0.26, -1.66], [-7.96, 0.42, -0.62], [-5.91, -2.39, 0.82], [-6.84, -1.03, 1.44], [-4.57, -0.70, -0.61], [-4.15, -0.98, 1.13], [-5.89, 0.99, 0.09], [-3.54, 1.66, -0.24], [-3.38, 1.20, 1.46], [-3.69, 3.58, 1.19], [-5.04, 3.01, 2.06], [-6.87, 4.70, -0.57], [-5.82, 5.18, 0.85], [-6.98, 3.89, 1.09], [-2.94, -8.28, -8.82], [-2.99, -8.41, -7.41], [-4.33, -8.41, -6.92], [-4.37, -8.76, -5.40], [-3.99, -7.59, -4.62], [-3.88, -7.99, -3.19], [-3.55, -6.68, -2.51], [-2.21, -6.27, -2.81], [-1.73, -5.16, -2.18], [-3.41, -7.35, -9.15], [-3.46, -9.07, -9.36], [-1.92, -8.35, -9.19], [-4.95, -9.08, -7.50], [-4.80, -7.47, -7.21], [-3.73, -9.62, -5.22], [-5.33, -9.17, -5.10], [-3.05, -7.30, -4.82], [-3.14, -8.74, -2.96], [-4.85, -8.37, -2.85], [-3.66, -6.68, -1.42], [-4.26, -5.95, -2.89], [-2.27, -4.97, -1.26], [-1.95, -4.25, -2.75], [-0.72, -5.18, -1.78], [-1.06, 3.21, 3.43], [-1.10, 2.36, 4.57], [-2.25, 2.66, 5.42], [-1.65, 3.35, 6.64], [-2.64, 3.72, 7.70], [-2.05, 3.87, 9.09], [-1.07, 5.10, 9.28], [-0.52, 4.93, 10.55], [0.32, 6.02, 11.06], [-2.03, 3.30, 2.95], [-0.34, 2.83, 2.71], [-0.64, 4.18, 3.70], [-2.67, 1.72, 5.77], [-3.06, 3.24, 4.98], [-1.22, 4.31, 6.35], [-0.79, 2.79, 7.03], [-3.24, 4.50, 7.44], [-1.45, 2.99, 9.31], [-2.85, 3.83, 9.83], [-1.66, 6.02, 9.29], [-0.31, 5.27, 8.53], [-0.29, 6.91, 11.21], [1.02, 6.36, 10.30], [0.96, 5.70, 11.88], [2.77, -3.37, -1.66], [3.29, -4.71, -1.99], [4.26, -4.51, -3.13], [5.16, -5.69, -3.45], [5.94, -6.18, -2.28], [4.99, -6.42, -1.07], [4.10, -5.20, -0.86], [3.37, -5.29, 0.31], [4.25, -7.80, -1.33], [5.98, -6.60, 0.11], [2.16, -5.63, -2.40], [2.22, -3.00, -2.53], [3.56, -2.74, -1.26], [2.07, -3.46, -0.82], [3.83, -4.08, -4.03], [4.96, -3.73, -2.81], [5.89, -5.30, -4.15], [4.66, -6.46, -4.04], [6.48, -5.26, -2.05], [6.61, -6.99, -2.55], [4.85, -8.57, -0.84], [3.25, -7.78, -0.91], [4.28, -8.10, -2.38], [6.71, -5.79, 0.09], [5.50, -6.42, 1.08], [6.49, -7.56, 0.08], [1.56, -5.15, -3.17], [1.54, -5.96, -1.56], [2.56, -6.54, -2.84], [3.64, -4.52, 0.82], [6.58, 3.31, -3.50], [5.15, 3.72, -3.11], [4.50, 2.58, -2.25], [3.27, 2.90, -1.45], [3.34, 4.22, -0.67], [3.85, 5.46, -1.50], [5.09, 4.96, -2.25], [5.78, 5.93, -2.90], [2.73, 6.00, -2.40], [4.30, 6.48, -0.46], [4.27, 3.90, -4.37], [6.93, 3.92, -4.33], [6.50, 2.28, -3.84], [7.29, 3.40, -2.68], [4.30, 1.65, -2.78], [5.27, 2.19, -1.58], [3.04, 2.05, -0.80], [2.42, 2.79, -2.11], [3.96, 4.18, 0.22], [2.31, 4.42, -0.38], [3.05, 6.86, -2.99], [2.37, 5.20, -3.04], [1.97, 6.42, -1.74], [3.39, 6.83, 0.02], [5.04, 6.06, 0.22], [4.75, 7.33, -0.99], [3.28, 3.45, -4.31], [4.74, 3.41, -5.22], [4.20, 4.96, -4.64], [6.52, 5.98, -2.29]],
  "lowdin_charge": [-0.355, 1.076, -0.329, -0.036, -0.492, -0.031, -0.299, 0.062, 0.066, 0.059, 0.110, 0.054, 0.078, 0.069, -0.087, -0.222, -0.180, -0.145, -0.095, -0.243, -0.166, -0.186, -0.107, 0.082, 0.085, 0.070, 0.110, 0.108, 0.108, 0.111, 0.092, 0.115, 0.112, 0.097, 0.111, 0.082, 0.062, 0.087, -0.047, -0.207, -0.223, -0.173, -0.010, -0.203, -0.229, -0.166, -0.105, 0.088, 0.071, 0.077, 0.118, 0.111, 0.112, 0.062, 0.061, 0.126, 0.073, 0.101, 0.087, 0.089, 0.087, 0.076, -0.103, -0.197, -0.207, -0.217, -0.041, -0.186, -0.283, -0.191, -0.075, 0.091, 0.074, 0.083, 0.120, 0.126, 0.127, 0.107, 0.064, 0.118, 0.097, 0.088, 0.127, 0.094, 0.086, 0.089, -0.121, -0.188, -0.217, -0.206, -0.049, -0.194, -0.214, -0.176, -0.159, 0.084, 0.079, 0.086, 0.108, 0.116, 0.113, 0.114, 0.104, 0.119, 0.120, 0.112, 0.123, 0.084, 0.095, 0.055, -0.114, -0.195, -0.192, -0.203, -0.065, -0.161, -0.241, -0.210, -0.075, 0.069, 0.071, 0.086, 0.104, 0.119, 0.104, 0.125, 0.094, 0.107, 0.109, 0.110, 0.113, 0.081, 0.074, 0.086, -0.037, -0.552, -0.141, -0.215, -0.158, -0.428, -0.085, -0.024, -0.015, -0.042, -0.012, 0.104, 0.080, 0.065, 0.131, 0.121, 0.113, 0.108, 0.115, 0.133, 0.068, 0.074, 0.071, 0.075, 0.070, 0.082, 0.095, 0.066, 0.073, 0.088, -0.037, -0.462, -0.154, -0.198, -0.103, -0.462, -0.140, -0.023, -0.020, -0.039, -0.033, 0.079, 0.085, 0.084, 0.119, 0.111, 0.081, 0.092, 0.114, 0.102, 0.086, 0.066, 0.070, 0.081, 0.086, 0.074, 0.073, 0.074, 0.079, 0.110],
  "charge": 0,
  "homo_lumo_gap_ev": 5.15,
  "lumo_energy_ev": -2.82,
  "multiplicity": 1
}

***

# 3
{
  "formula": "C5H8N4O2S",
  "method": "ωB97M-V with the def2-TZVPD basis set",
  "elements": ["C", "C", "C", "C", "C", "N", "N", "N", "N", "O", "O", "S", "H", "H", "H", "H", "H", "H", "H", "H"],
  "coordinates": [[-0.28, -1.83, 0.32], [0.19, -2.95, -0.34], [-0.49, -0.87, -0.71], [1.52, 2.83, 1.23], [-1.07, 0.51, -0.50], [-0.19, -1.43, -1.87], [-2.51, 0.23, -0.12], [0.22, -2.65, -1.60], [-0.48, 1.30, 0.63], [-3.26, 0.17, -1.08], [2.01, 0.65, -0.07], [1.16, 0.94, 1.03], [-0.55, -1.68, 1.33], [0.44, -4.00, 0.09], [1.90, 3.50, 0.43], [2.38, 2.71, 1.92], [0.63, 3.37, 1.66], [-0.99, 1.11, -1.38], [0.48, -3.33, -2.40], [-1.13, 1.42, 1.45]],
  "lowdin_charge": [-0.048, -0.130, -0.313, -0.226, -0.306, 0.094, 0.024, -0.050, -0.243, 0.021, -0.476, 0.843, 0.086, 0.152, 0.055, 0.024, 0.044, 0.132, 0.207, 0.109],
  "charge": 0,
  "relative_energy_kcal_mol": 141.7,
  "homo_lumo_gap_ev": 8.25,
  "lumo_energy_ev": -0.44,
  "multiplicity": 1
}